(1)
Entry from the Open Molecules 2025 dataset: C18H32CdNPSi as an isolated structure at a distorted geometry (ωB97M-V/def2-TZVPD).

XYZ file:
```
54
Properties=species:S:1:pos:R:3:forces:R:3:mulliken_charge:R:1
C 0.483 3.240 -3.686 0.01 0.25 0.07 -0.563
C -0.814 2.813 -3.382 0.20 -0.79 0.40 -0.718
C -0.994 1.849 -2.354 -0.23 1.02 -1.11 1.023
C 0.099 1.399 -1.638 -0.37 0.06 1.00 -0.336
C 1.390 1.801 -1.965 0.55 0.52 -0.73 1.557
C 1.597 2.755 -2.982 -0.32 -0.68 0.08 -0.814
C -2.398 1.328 -2.106 -0.38 -0.40 0.46 -1.392
C -2.520 -0.185 -1.784 0.68 -0.25 0.29 0.979
N -2.665 -1.031 -2.931 -0.91 -0.24 -1.07 -0.129
Cd -0.186 0.111 0.088 0.14 -0.21 -1.91 -0.510
C 2.592 1.125 -1.302 0.32 -0.37 0.24 -1.259
P 2.140 -0.639 -1.018 -0.99 0.10 0.49 0.573
H -1.706 3.154 -3.936 0.71 -0.07 0.19 0.328
H 2.631 3.041 -3.234 -0.63 0.01 -0.02 0.358
H 0.629 3.958 -4.494 0.00 -0.12 0.20 0.357
H 2.807 1.530 -0.297 0.01 0.02 -0.38 0.361
H 3.508 1.150 -1.910 -0.21 0.44 0.07 0.413
H -2.867 1.853 -1.248 0.32 -0.02 -0.39 0.449
H -3.032 1.526 -2.988 0.20 -0.05 0.36 0.243
H -1.626 -0.603 -1.254 -0.85 0.56 -0.15 -0.842
C 3.460 -1.470 -0.074 0.40 0.08 -0.51 -1.206
C 2.110 -1.361 -2.698 0.42 -0.24 0.02 -1.289
H -3.370 -0.362 -1.104 0.20 0.13 -0.33 0.550
C -1.516 -1.123 -3.820 -0.27 -0.20 0.26 -0.657
C -3.235 -2.332 -2.601 0.31 0.38 -0.01 -1.033
H 0.409 -1.181 1.782 0.12 1.12 0.57 0.259
H -1.826 -1.729 -4.682 0.19 0.28 0.03 0.421
H -1.200 -0.125 -4.149 -0.08 -0.27 0.02 0.214
H -0.645 -1.636 -3.362 -0.19 0.15 0.05 0.047
H -3.463 -2.855 -3.535 -0.08 -0.04 0.18 0.321
H -2.553 -2.961 -1.998 -0.10 0.06 -0.06 0.336
H -4.154 -2.166 -2.025 0.15 -0.20 -0.20 0.329
H 3.131 -1.321 -3.117 -0.39 -0.17 -0.08 0.438
H 1.761 -2.407 -2.616 0.25 0.47 -0.15 0.358
H 1.417 -0.807 -3.353 0.33 -0.13 0.42 0.250
H 4.407 -1.380 -0.640 -0.13 -0.30 0.62 0.380
H 3.522 -0.992 0.924 0.09 -0.30 -0.60 0.316
H 3.153 -2.531 0.042 0.33 0.62 -0.04 0.355
H -0.469 -1.550 0.761 -1.60 -1.53 -1.79 -0.226
C 1.526 -0.909 5.764 -0.09 0.12 -0.40 -0.918
Si -0.014 0.024 5.260 -0.62 0.82 -0.90 0.194
C -1.566 -0.884 5.762 0.14 0.06 -0.09 -0.947
C 0.001 1.798 5.792 0.04 -0.11 0.43 -0.941
C -0.062 0.261 3.377 0.41 -3.13 -4.04 -0.306
C 0.054 -0.204 2.172 1.82 2.29 7.77 -0.082
H 1.546 -0.929 6.862 0.12 -0.08 -0.22 0.310
H 2.416 -0.394 5.380 -0.15 -0.17 0.21 0.299
H 1.511 -1.934 5.371 0.04 0.23 0.19 0.295
H -1.601 -0.913 6.852 -0.13 -0.11 0.08 0.305
H -2.462 -0.380 5.392 0.10 0.02 0.06 0.312
H -1.579 -1.907 5.378 0.05 0.05 0.07 0.314
H 0.896 2.293 5.399 -0.11 -0.04 0.19 0.305
H -0.879 2.324 5.407 0.12 -0.10 0.16 0.310
H 0.002 1.815 6.885 0.03 0.42 0.00 0.309
```
Forces are in eV/Å.

Calculated values
ΔE to the lowest compared entry with this formula, charge and spin = 94.6 kcal per mole
E_tot = -1558.15757 a.u.
F_max = 8.30 eV/A
Spin multiplicity = 1
Orbital gap (spin up / spin down) = 5.91 / 5.92 eV

***

(2)
Entry from the Open Molecules 2025 dataset: one molecule with the formula C5H7NO (ωB97M-V/def2-TZVPD).

XYZ file:
```
14
Properties=species:S:1:pos:R:3:forces:R:3:mulliken_charge:R:1
O 0.144 0.864 -2.483 -0.32 -0.29 0.29 -0.598
C -0.065 0.416 -1.375 -0.22 -0.01 -0.12 0.189
C -0.991 1.045 -0.361 0.01 0.18 0.01 -0.371
C -0.508 0.817 1.047 0.14 -0.11 0.12 -0.317
C 0.341 -0.157 1.366 -0.12 0.14 -0.01 -0.336
C 0.868 -1.134 0.357 -0.05 -0.01 0.15 -0.417
N 0.373 -0.826 -0.964 -0.05 0.11 -0.06 -0.165
H -1.952 0.525 -0.511 0.12 0.21 0.03 0.225
H -1.154 2.095 -0.604 0.11 -0.02 0.14 0.320
H -0.881 1.487 1.816 0.08 -0.06 -0.04 0.363
H 0.699 -0.274 2.386 -0.10 0.02 -0.10 0.355
H 0.578 -2.158 0.627 -0.03 0.15 0.04 0.307
H 1.972 -1.118 0.369 -0.20 0.02 0.02 0.231
H 0.302 -1.543 -1.650 0.64 -0.32 -0.48 0.215
```
Forces are in eV/Å.

Calculated values
SMILES string = O=C1CC=CCN1
ΔE to the lowest compared entry with this formula, charge and spin = 13.0 kcal per mole
E_tot = -324.70371 a.u.
F_max = 0.86 eV/A
Spin multiplicity = 1
Orbital gap = 10.12 eV

***

(3)
Entry from the Open Molecules 2025 dataset: one molecule with the formula C12H16N2O4 at a distorted geometry (ωB97M-V/def2-TZVPD).

XYZ file:
```
34
Properties=species:S:1:pos:R:3:forces:R:3:mulliken_charge:R:1
N 0.003 -1.994 -1.543 0.98 -0.32 -0.67 -0.617
C 0.359 -2.131 -0.113 -0.63 1.35 -0.72 0.168
C 1.844 -1.959 0.252 -1.49 0.47 -0.99 -0.962
C 2.331 -0.546 0.139 -0.09 1.33 -1.15 0.540
C 3.701 -0.325 -0.175 -1.05 -0.18 -0.22 -0.545
C 4.231 0.962 -0.290 -2.80 -0.64 0.90 -0.638
C 3.363 2.087 -0.144 1.04 0.41 -0.26 -0.478
C 2.018 1.915 0.174 -1.13 -2.00 0.03 -0.571
C 1.465 0.587 0.260 2.86 0.83 0.35 0.442
C -0.560 -1.184 0.664 -2.50 0.44 0.93 -0.007
O -0.683 -1.231 1.878 0.80 -0.32 -0.24 -0.677
N -1.498 -0.420 -0.044 -0.16 0.53 0.87 -0.142
C -2.609 0.324 0.627 -0.92 -0.42 0.75 0.437
C -2.415 1.870 0.800 1.47 0.43 0.59 -0.713
O -1.962 2.529 -0.425 0.14 -0.68 1.21 -0.510
C -3.858 0.058 -0.211 -1.17 0.94 -2.05 0.219
O -4.356 0.792 -1.075 1.17 -1.05 1.84 -0.602
O -4.393 -1.133 0.071 -0.29 -0.44 0.24 -0.431
H 0.450 -1.108 -1.930 -0.47 -2.06 0.30 0.245
H 0.137 -2.869 -2.130 0.18 1.93 1.06 0.254
H 0.004 -3.041 0.354 0.01 -0.72 -0.61 0.474
H 1.883 -2.219 1.270 0.49 -0.74 1.40 0.470
H 2.357 -2.674 -0.392 0.48 0.14 0.27 0.354
H 4.319 -1.213 -0.437 -0.35 0.77 0.62 0.282
H 5.275 0.928 -0.294 1.48 1.03 -0.69 0.415
H 3.796 3.091 -0.349 -0.44 -0.73 0.55 0.311
H 1.204 2.629 0.430 1.41 0.30 -0.66 0.330
H 0.430 0.610 0.547 0.21 -0.42 -0.06 -0.021
H -1.245 -0.095 -0.964 -0.31 -0.18 -0.10 0.340
H -2.875 -0.158 1.663 1.08 0.89 -1.90 0.312
H -3.307 2.462 1.249 1.37 -1.45 -0.65 0.382
H -1.510 1.884 1.545 -1.64 0.58 -1.31 0.281
H -2.691 2.864 -0.960 -0.27 -0.41 0.32 0.302
H -5.206 -1.292 -0.449 0.53 0.38 0.04 0.357
```
Forces are in eV/Å.

Calculated values
SMILES string = N[C@@H](Cc1ccccc1)C(=O)N[C@@H](CO)C(=O)O
ΔE to the lowest compared entry with this formula, charge and spin = 58.1 kcal per mole
E_tot = -877.30587 a.u.
F_max = 3.01 eV/A
Spin multiplicity = 1
Orbital gap = 9.67 eV

***

(4)
Entry from the Open Molecules 2025 dataset: a 8-piece molecular cluster, C6H28O8 overall at a distorted geometry (ωB97M-V/def2-TZVPD).

XYZ file:
```
42
Properties=species:S:1:pos:R:3:forces:R:3:mulliken_charge:R:1
C -6.899 -5.392 16.948 0.19 -0.98 0.74 -1.059
C -6.646 -6.873 17.439 -0.05 2.48 -1.39 -0.221
O -7.539 -7.218 18.467 0.46 -0.52 0.11 -0.449
H -7.898 -5.340 16.515 0.07 0.00 -0.38 0.421
H -6.121 -5.135 16.230 -0.23 0.15 -0.17 0.340
H -6.906 -4.658 17.755 0.29 -0.12 0.20 0.184
H -5.594 -6.962 17.710 -0.24 -0.20 0.74 0.160
H -6.736 -7.422 16.502 -0.34 -0.79 0.20 0.333
H -8.428 -7.047 18.147 -0.11 0.00 0.02 0.301
C -3.243 -7.717 20.389 -0.46 0.38 -0.66 -0.088
O -1.992 -8.366 20.275 -0.01 -0.15 0.59 -0.551
H -3.815 -7.907 19.481 -0.23 0.16 -0.15 0.222
H -3.875 -8.062 21.208 0.58 -0.44 0.23 0.033
H -3.149 -6.639 20.522 0.10 0.12 -0.02 0.078
H -1.412 -7.792 19.768 0.00 -0.03 0.01 0.318
C -6.557 -5.182 21.118 -0.75 -0.49 -1.16 -0.248
O -6.316 -4.992 22.468 0.62 0.48 0.61 -0.571
H -5.835 -5.856 20.657 0.21 -0.06 -0.09 0.071
H -7.545 -5.619 20.972 -0.10 -0.11 -0.17 0.403
H -6.560 -4.247 20.558 0.22 0.18 0.18 -0.025
H -6.819 -5.642 22.964 0.00 -0.17 0.26 0.401
C -6.529 -8.352 23.161 0.53 -0.07 -0.05 -0.475
O -7.395 -7.289 23.515 -0.12 0.17 0.26 -0.591
H -7.070 -9.298 23.195 0.21 -0.11 0.02 0.343
H -6.150 -8.184 22.153 -0.20 0.07 0.04 0.063
H -5.686 -8.319 23.851 0.11 -0.45 -0.08 0.284
H -7.716 -7.480 24.400 -0.11 0.23 0.20 0.280
C -3.382 -3.472 20.066 -1.76 0.47 -0.37 -0.379
O -3.848 -2.224 19.541 1.90 0.19 0.04 -0.599
H -3.789 -3.585 21.071 0.22 -0.27 0.27 0.211
H -3.873 -4.197 19.417 0.53 -0.84 0.18 0.114
H -2.299 -3.590 20.093 -0.12 0.41 -0.31 0.324
H -4.808 -2.216 19.521 -0.07 -0.11 0.29 0.376
O -6.145 -2.695 23.814 0.10 0.80 0.53 -0.667
H -6.035 -3.431 23.212 -0.05 -0.71 -0.28 0.402
H -6.657 -2.056 23.320 -0.09 0.18 0.03 0.272
O -6.375 -1.676 19.561 -0.68 -0.05 -0.11 -0.587
H -6.943 -1.378 20.271 -0.07 0.00 0.30 0.252
H -6.533 -1.054 18.851 0.03 0.17 -0.30 0.278
O -9.757 -6.921 22.406 -0.87 0.27 -0.33 -0.673
H -8.865 -7.005 22.742 0.45 -0.08 0.07 0.427
H -10.042 -7.821 22.251 -0.15 -0.15 -0.10 0.293
```
Forces are in eV/Å.

Calculated values
SMILES string = CCO.CO.CO.CO.CO.O.O.O
ΔE to the lowest compared entry with this formula, charge and spin = 90.5 kcal per mole
E_tot = -847.20569 a.u.
F_max = 2.84 eV/A
Spin multiplicity = 1
Orbital gap = 9.76 eV

***

(5)
Entry from the Open Molecules 2025 dataset: a 3-piece molecular cluster, C16H41BN2O5 overall (ωB97M-V/def2-TZVPD).

XYZ file:
```
65
Properties=species:S:1:pos:R:3:forces:R:3:mulliken_charge:R:1
C -4.681 1.622 -2.172 -0.06 0.01 0.06 -1.019
C -4.496 0.661 -1.006 -0.02 0.06 0.05 -0.196
O -3.465 -0.290 -1.260 0.01 -0.05 0.08 -0.719
B -2.153 -0.050 -0.999 0.09 0.09 -0.08 0.642
C -1.643 1.288 -0.343 0.06 0.05 -0.07 -0.452
C -0.127 1.406 -0.171 0.04 -0.02 -0.03 -1.006
C 0.341 2.670 0.555 -0.03 0.09 0.05 0.937
C 0.007 2.639 2.048 0.08 0.14 -0.04 -1.516
C -0.207 3.943 -0.088 0.07 -0.01 -0.07 -1.737
C -1.195 -1.277 -1.390 -0.10 -0.13 0.18 -0.226
O -0.656 -1.112 -2.708 -0.05 0.19 -0.05 -0.214
O -1.163 0.144 -3.217 0.00 -0.17 -0.25 -0.351
H -4.427 1.117 -3.105 -0.07 0.01 0.00 0.227
H -4.062 2.514 -2.076 0.09 -0.07 -0.05 0.268
H -5.720 1.948 -2.228 0.03 0.02 -0.01 0.386
H -5.406 0.084 -0.844 0.03 -0.04 -0.03 0.370
H -4.280 1.202 -0.081 -0.04 0.00 -0.02 0.206
H -1.994 2.093 -1.001 -0.01 0.03 0.08 0.149
H -2.142 1.463 0.619 -0.04 -0.07 -0.03 0.273
H 0.350 1.365 -1.156 -0.06 -0.01 -0.01 0.407
H 0.251 0.539 0.382 -0.01 0.01 0.00 0.350
H 1.433 2.710 0.463 0.00 -0.10 0.01 0.272
H 0.582 3.395 2.583 -0.04 -0.01 0.03 0.339
H 0.252 1.672 2.494 -0.03 0.01 0.00 0.358
H -1.052 2.851 2.223 0.00 -0.11 -0.01 0.341
H -1.278 4.050 0.100 0.03 0.01 0.00 0.300
H -0.056 3.938 -1.170 0.01 0.00 0.02 0.384
H 0.294 4.827 0.315 -0.05 -0.01 0.02 0.450
H -0.337 -1.388 -0.721 -0.07 0.00 0.06 0.220
H -1.790 -2.197 -1.360 0.09 -0.04 -0.12 0.196
H -1.629 -0.160 -4.014 0.05 0.10 0.25 0.310
C -0.014 -4.189 -3.650 0.06 -0.04 0.01 -0.302
O 0.367 -5.497 -3.263 -0.04 0.01 -0.04 -0.433
C -0.534 -6.159 -2.400 0.02 -0.01 0.04 -0.607
C -1.702 -6.860 -3.103 -0.02 -0.02 -0.05 0.409
C -2.777 -5.910 -3.619 -0.02 0.01 0.00 -1.329
N -1.268 -7.730 -4.197 0.07 0.01 0.04 -0.723
H -0.546 -3.677 -2.845 0.00 0.00 -0.01 0.013
H -0.645 -4.195 -4.543 -0.03 0.03 0.02 0.224
H 0.896 -3.634 -3.873 0.00 0.00 0.01 0.305
H 0.061 -6.918 -1.885 0.02 0.01 -0.02 0.371
H -0.911 -5.459 -1.641 -0.02 -0.01 -0.01 0.265
H -2.164 -7.503 -2.345 0.01 0.02 0.03 0.364
H -2.454 -5.406 -4.531 0.02 0.01 0.01 0.266
H -3.682 -6.467 -3.859 0.01 -0.01 -0.02 0.341
H -3.025 -5.148 -2.878 0.00 0.00 0.00 0.311
H -0.657 -8.457 -3.838 -0.03 -0.02 0.00 0.267
H -0.691 -7.183 -4.829 -0.03 0.00 -0.02 0.296
C 2.669 4.776 4.895 -0.04 0.00 -0.03 -0.788
O 2.597 3.558 4.181 0.02 0.01 0.08 -0.288
C 3.730 3.234 3.398 -0.02 -0.01 -0.07 -0.568
C 4.865 2.549 4.166 0.02 -0.03 0.04 0.342
C 5.659 3.488 5.067 0.02 0.01 0.00 -1.448
N 4.409 1.403 4.953 -0.06 0.01 -0.05 -0.719
H 3.230 5.531 4.334 0.00 0.01 0.01 0.374
H 3.131 4.652 5.878 0.03 0.01 -0.01 0.236
H 1.648 5.130 5.036 0.00 0.00 0.00 0.258
H 3.363 2.539 2.637 -0.03 0.01 0.01 0.225
H 4.097 4.131 2.880 0.03 -0.01 0.02 0.421
H 5.550 2.163 3.403 0.00 0.03 -0.02 0.398
H 5.107 3.723 5.978 -0.02 0.01 -0.01 0.284
H 6.592 3.013 5.368 -0.01 -0.02 0.02 0.361
H 5.896 4.424 4.558 0.00 0.00 0.00 0.345
H 4.002 0.703 4.341 0.04 -0.02 0.00 0.276
H 3.651 1.708 5.556 0.03 0.00 0.02 0.306
```
Forces are in eV/Å.

Calculated values
SMILES string = CCOB(CCC(C)C)COO.COC[C@@H](C)N.COC[C@@H](C)N
E_tot = -1144.68132 a.u.
F_max = 0.31 eV/A
Spin multiplicity = 1
Orbital gap = 9.59 eV

***

(6)
Entry from the Open Molecules 2025 dataset: C13H27ClCoO8 as an isolated structure at a distorted geometry (ωB97M-V/def2-TZVPD).

XYZ file:
```
50
Properties=species:S:1:pos:R:3:forces:R:3:mulliken_spin:R:1
Co 30.301 -26.058 13.845 0.64 0.26 0.09 2.775
C 32.833 -24.391 12.816 0.21 -0.49 0.62 0.005
O 31.614 -24.906 13.183 -0.36 0.35 -0.24 0.097
H 33.126 -23.531 13.446 -0.08 0.13 -0.21 0.003
H 33.637 -25.135 12.981 0.00 0.08 -0.22 0.007
H 32.873 -24.090 11.761 0.02 0.08 -0.01 0.002
Cl 29.373 -28.563 13.197 -0.21 0.15 -0.14 -0.002
O 28.164 -28.797 12.483 -0.02 0.02 0.00 0.003
O 29.094 -27.698 14.379 -0.11 -0.38 0.05 0.034
O 29.975 -29.776 13.619 0.10 -0.11 0.11 0.005
O 30.301 -27.758 12.405 0.06 -0.24 -0.13 0.022
C 28.216 -24.320 17.273 0.15 -0.68 -0.18 0.001
C 29.360 -23.318 17.148 0.05 0.11 0.02 0.001
C 29.883 -23.592 15.734 -0.68 0.55 0.65 0.001
O 29.678 -24.984 15.528 0.00 -0.08 0.19 -0.006
C 28.749 -25.522 16.484 -0.17 -0.09 0.11 0.006
H 27.293 -23.966 16.812 0.05 0.18 0.03 0.000
H 28.001 -24.635 18.292 -0.06 0.23 0.07 0.000
H 30.124 -23.493 17.908 0.02 -0.13 -0.06 0.000
H 29.030 -22.285 17.252 0.01 0.00 -0.01 0.000
H 30.930 -23.341 15.605 0.05 -0.09 -0.24 0.003
H 29.244 -23.021 15.052 0.30 -0.08 -0.34 0.001
H 29.265 -26.247 17.120 0.18 0.14 -0.01 0.000
H 27.985 -26.082 15.946 -0.06 0.12 -0.02 0.000
C 26.552 -24.411 12.340 -0.45 0.48 0.17 0.001
C 27.510 -23.726 11.344 -0.26 -0.57 0.22 0.001
C 28.877 -24.357 11.657 0.02 0.53 -0.18 0.001
O 28.669 -25.268 12.741 -0.03 0.15 0.12 0.008
C 27.291 -25.658 12.776 -0.07 0.09 -0.06 0.006
H 25.555 -24.602 11.940 0.17 -0.24 -0.28 0.000
H 26.342 -23.769 13.201 0.37 -0.01 0.04 0.000
H 27.538 -22.653 11.505 -0.08 0.06 -0.20 0.000
H 27.185 -23.956 10.331 0.14 0.19 -0.09 0.000
H 29.582 -23.597 11.985 0.17 -0.21 0.13 0.000
H 29.321 -24.879 10.809 -0.09 -0.13 0.00 0.002
H 27.040 -25.933 13.797 0.13 -0.24 -0.03 -0.001
H 27.151 -26.512 12.110 -0.12 0.02 0.04 0.000
C 33.391 -28.162 16.371 0.20 -0.55 -0.80 0.000
C 33.887 -26.744 16.103 0.05 -0.18 0.04 0.000
C 32.584 -25.979 16.044 0.06 0.24 0.69 0.001
O 31.715 -26.841 15.320 -0.04 -0.10 -0.30 0.018
C 32.118 -28.213 15.513 -0.14 -0.13 0.53 0.001
H 33.189 -28.411 17.412 -0.04 0.39 0.10 0.000
H 34.106 -28.904 16.009 -0.02 0.01 0.08 0.000
H 34.332 -26.712 15.105 0.07 0.01 0.04 0.000
H 34.632 -26.393 16.814 -0.18 0.15 0.11 0.000
H 32.664 -25.001 15.575 -0.17 -0.16 -0.37 0.000
H 32.150 -25.835 17.046 0.17 0.02 0.02 0.001
H 32.266 -28.685 14.545 0.08 0.14 -0.12 0.002
H 31.305 -28.738 16.015 -0.04 -0.02 -0.05 0.000
```
Forces are in eV/Å.

Calculated values
ΔE to the lowest compared entry with this formula, charge and spin = 0.0 kcal per mole
E_tot = -2956.12654 a.u.
F_max = 1.09 eV/A
Spin multiplicity = 4
Orbital gap (spin up / spin down) = 8.72 / 8.34 eV